ORCA calculation (ωB97M-V with the def2-TZVPD basis set) on C26H26FeN as an isolated structure.

Each line ends with the Löwdin charge.
Atoms and positions in Å:
C: -1.429 -3.133 0.481  -0.29
C: 1.984 2.584 -1.132  -0.14
H: -2.572 1.503 1.224  0.12
H: 2.220 -6.127 0.609  0.11
H: 1.586 -2.226 -1.307  0.10
C: 2.693 3.592 -3.230  -0.20
H: -3.041 2.850 3.112  0.10
C: -1.953 4.658 3.665  -0.13
C: -1.863 -4.456 0.015  -0.09
H: 0.607 3.553 0.940  0.09
C: 0.963 -5.565 -1.212  -0.14
H: 2.208 2.032 -0.204  0.08
C: 3.011 2.972 -2.006  -0.16
C: 0.713 -4.264 -1.821  -0.13
H: -1.525 -6.524 0.824  0.11
C: -0.402 1.777 -1.211  -0.19
H: 0.171 -1.265 -1.027  0.07
C: 1.790 -5.355 -0.029  -0.14
H: -1.282 1.922 -1.863  0.12
H: 3.413 3.623 -4.051  0.06
Fe: 0.116 -4.321 0.047  0.22
H: 1.048 5.581 2.339  0.09
H: -1.381 -0.364 -1.454  0.09
H: -2.612 -4.574 -0.767  0.12
C: -1.775 -1.886 -0.139  -0.09
C: -1.575 1.965 1.016  -0.14
H: 2.664 -3.432 0.849  0.12
C: -2.200 3.521 2.901  -0.08
H: 1.190 4.738 -4.317  0.07
H: -0.653 -0.298 0.182  0.08
C: -0.844 -0.961 -0.694  -0.14
C: -0.132 3.911 1.665  -0.03
C: 0.394 3.796 -2.522  -0.12
H: 0.643 -6.523 -1.619  0.11
C: 1.432 -3.268 -1.041  -0.13
N: -0.807 1.390 0.151  0.04
H: -0.152 -2.542 2.224  0.13
H: -0.608 4.237 -2.611  0.08
H: 0.102 0.869 -1.579  0.09
C: 0.111 5.044 2.454  -0.10
C: -0.839 5.470 3.392  -0.13
H: 0.019 -5.260 2.723  0.11
H: -0.667 6.367 3.985  0.08
C: -1.322 3.169 1.838  -0.21
C: -0.477 -4.801 1.876  -0.13
C: -1.289 -5.467 0.879  -0.13
C: 2.052 -3.926 0.092  -0.13
H: -2.839 -1.716 -0.284  0.10
H: 0.133 -4.063 -2.721  0.12
H: 4.055 2.741 -1.773  0.07
C: 0.650 2.806 -1.543  -0.33
C: 1.406 4.122 -3.433  -0.17
H: -2.619 4.893 4.492  0.09
C: -0.516 -3.369 1.617  -0.09

Calculated values
HOMO (alpha / beta): -0.06 / -3.90 eV
Kohn-Sham gap (alpha / beta): 2.6 / 5.8 eV
lowest unoccupied orbital energy (alpha / beta): 2.492 / 1.867 eV
⟨S²⟩: 6.05
2S+1: 5
net charge: -1


ORCA calculation (ωB97M-V with the def2-TZVPD basis set) on C33H36F3N4O5PRuS as an isolated structure.

Each line ends with the Löwdin charge.
Atoms and positions in Å:
H: -2.333 -3.868 1.503  0.13
Ru: 0.112 0.801 0.039  0.96
H: -0.300 -0.041 2.353  0.02
C: -2.668 -2.953 1.014  -0.07
H: -5.153 0.774 3.256  0.09
H: -1.439 -2.643 3.284  0.14
H: -0.283 3.420 -6.006  0.11
C: 2.075 -0.181 -2.416  -0.34
H: -2.335 -4.072 -2.355  0.12
P: 0.311 0.195 -2.167  1.01
C: -1.850 1.529 -3.050  -0.11
C: 1.168 2.390 -0.554  -0.64
H: 2.643 1.099 -4.056  0.09
C: 3.867 -1.542 -1.526  -0.06
H: 4.215 -2.278 -0.813  0.11
C: -2.637 2.366 -3.823  -0.07
H: 0.865 2.833 1.664  0.08
C: 2.958 0.349 -3.349  -0.07
C: -0.159 -1.530 -4.223  -0.07
C: -3.153 1.686 0.738  -0.59
H: 0.936 -3.158 2.936  0.09
C: 3.420 0.117 3.549  -0.02
F: 2.440 2.066 -0.058  0.00
O: 5.666 0.920 6.175  -0.10
C: -0.662 -2.624 -4.898  -0.04
O: -2.426 -3.089 -0.390  0.01
C: -0.496 1.360 -3.328  -0.34
C: -0.730 2.889 -5.176  -0.06
H: -1.851 -4.407 -4.734  0.12
C: -1.848 -1.732 1.416  -0.27
H: -0.444 -2.758 -5.949  0.12
H: 1.870 -1.548 -0.762  0.08
C: 1.535 1.497 2.995  -0.30
H: -0.329 2.148 2.526  0.09
H: 4.161 -0.618 3.267  0.12
H: -3.675 2.186 -1.135  0.09
C: -0.425 -1.323 -2.869  -0.26
H: 4.963 0.366 -4.093  0.11
H: 0.464 -0.827 3.762  0.08
H: 0.451 -0.815 -4.762  0.11
N: -1.162 -1.306 0.146  0.10
N: -4.044 1.809 -0.279  0.21
N: -3.660 1.396 1.959  0.02
H: -5.022 1.949 -0.098  0.10
C: 2.437 1.547 5.226  -0.03
H: -5.523 0.509 1.558  0.09
H: -2.499 -0.912 1.724  0.12
C: -1.725 -3.355 -2.881  0.00
H: -3.740 -2.840 1.166  0.13
C: -2.074 3.059 -4.885  -0.07
C: -0.879 -2.051 2.553  -0.37
H: 0.018 -3.794 1.575  0.09
H: -2.986 1.399 2.704  0.13
F: 1.411 2.700 -1.847  0.04
C: 0.316 -2.875 2.086  -0.04
C: 0.055 2.041 -4.407  -0.08
C: 2.493 0.567 2.627  -0.03
H: 1.096 1.938 -4.663  0.09
H: 2.520 0.185 1.614  0.10
O: -1.936 1.828 0.556  -0.07
C: -5.066 1.206 2.262  -0.06
C: -1.215 -2.247 -2.191  -0.12
C: -1.451 -3.544 -4.220  -0.04
H: -3.693 2.483 -3.609  0.10
C: 2.547 -1.125 -1.499  -0.11
S: 4.517 0.003 6.037  0.50
H: 5.772 -1.331 -2.491  0.11
H: -1.229 -0.326 3.831  0.09
F: 0.911 3.615 0.012  0.02
C: -0.452 -0.741 3.182  -0.07
C: 4.739 -1.010 -2.465  -0.06
O: 5.023 -1.277 5.590  -0.18
N: 0.538 1.945 2.038  0.01
C: -1.560 -2.134 -0.755  -0.31
H: -5.624 2.145 2.252  0.09
O: 3.866 -0.038 7.332  -0.17
H: 0.936 -2.298 1.395  0.06
H: -2.681 3.724 -5.485  0.11
C: 1.523 1.998 4.291  -0.01
C: 3.383 0.597 4.853  -0.28
H: 2.417 1.925 6.239  0.13
H: 0.784 2.739 4.575  0.12
C: 4.283 -0.064 -3.370  -0.05
H: -2.285 0.975 -2.224  0.08

Calculated values
HOMO (alpha / beta): -11.36 / -11.24 eV
Kohn-Sham gap (alpha / beta): 8.1 / 5.5 eV
lowest unoccupied orbital energy (alpha / beta): -3.223 / -5.735 eV
⟨S²⟩: 1.15
2S+1: 2
net charge: +1
energy above the lowest of the compared OMol25 structures with the same formula, charge and spin: 0.00 kJ/mol


ORCA calculation (ωB97M-V with the def2-TZVPD basis set) on a single C6H10 molecule.

Each line ends with the Löwdin charge.
Atoms and positions in Å:
H: -1.031 1.724 -0.266  0.11
H: 2.503 0.032 1.407  0.11
H: 0.143 -2.075 -0.288  0.10
C: -0.313 1.065 -0.781  -0.19
H: -2.141 -0.314 -1.107  0.11
H: 1.325 -0.207 -0.681  0.15
C: 0.827 0.580 -0.013  -0.29
H: -0.807 -0.624 -2.139  0.10
C: 0.179 -0.304 1.067  -0.23
H: 1.398 1.204 2.128  0.10
H: -1.411 -1.841 0.510  0.12
C: -1.022 -0.314 -1.113  -0.18
H: -0.020 1.503 -1.755  0.11
C: -0.537 -1.250 0.030  -0.18
C: 1.443 0.412 1.375  -0.08
H: -0.538 0.408 1.625  0.15

Calculated values
HOMO: -8.59 eV
Kohn-Sham gap: 9.9 eV
lowest unoccupied orbital energy: 1.270 eV
energy above the lowest of the compared OMol25 structures with the same formula, charge and spin: 328.98 kJ/mol
structure (SMILES): C1C[C@H]2C[C@@H]2C1


ORCA calculation (ωB97M-V with the def2-TZVPD basis set) on H6NaO3 as an isolated structure.

Each line ends with the Löwdin charge.
Atoms and positions in Å:
H: 3.403 -0.791 -0.181  0.07
H: -2.437 1.205 -0.545  0.07
H: 3.025 0.532 -0.812  0.06
H: -0.515 -1.800 0.995  0.05
O: -1.073 -1.634 0.235  -0.03
H: -1.971 2.486 0.115  0.07
H: -1.926 -1.993 0.481  0.07
O: -1.650 1.656 -0.239  -0.04
Na: 0.343 0.393 0.043  0.70
O: 2.799 -0.054 -0.090  -0.03

Calculated values
HOMO: -16.36 eV
Kohn-Sham gap: 12.5 eV
lowest unoccupied orbital energy: -3.858 eV
net charge: +1
energy above the lowest of the compared OMol25 structures with the same formula, charge and spin: 14.75 kJ/mol


ORCA calculation (ωB97M-V with the def2-TZVPD basis set) on C41H43F3N2O3RhS3 as an isolated structure.

Each line ends with the Löwdin charge.
Atoms and positions in Å:
H: 0.419 -3.420 0.545  0.10
F: 4.760 1.365 0.885  0.13
F: 5.006 0.974 -1.232  0.13
C: 3.803 -1.750 3.358  -0.07
C: 0.832 0.403 2.924  -0.16
C: -2.653 -2.553 1.947  -0.08
C: -2.634 -2.135 3.305  -0.08
H: 0.580 -2.754 4.161  0.07
N: 0.162 -0.320 1.902  0.03
H: 1.957 -1.857 2.300  0.11
H: -2.915 0.098 -0.109  0.06
C: 1.087 2.356 4.283  -0.05
H: -2.281 -0.712 6.817  0.10
H: 1.128 -5.764 -1.264  0.07
H: -4.302 7.361 0.185  0.06
C: -4.231 6.509 0.863  -0.19
C: -3.370 -2.042 5.574  -0.04
H: 2.411 2.184 5.965  0.09
H: 2.044 -3.722 3.947  0.07
H: 2.163 -5.007 -0.040  0.08
H: 0.824 3.385 4.503  0.10
H: -2.548 2.782 1.838  0.07
C: -0.894 -1.028 2.267  -0.20
H: -3.656 -3.832 0.545  0.11
H: 0.154 1.923 0.349  0.04
N: -1.144 -1.762 0.035  -0.01
C: -2.382 -1.124 5.819  -0.07
H: -3.260 0.754 -3.048  0.06
C: -1.646 -2.722 -0.885  -0.19
H: -1.749 0.314 -2.269  0.06
C: 2.275 -1.660 3.326  -0.36
O: 3.611 -1.682 -0.054  0.04
H: -5.215 -3.923 4.553  0.10
S: -5.367 5.467 -1.595  0.40
C: 1.801 -0.263 3.691  -0.14
C: 4.796 0.385 -0.035  -0.54
H: -1.048 -5.935 -1.792  0.10
H: -0.624 -6.293 0.643  0.07
O: -3.503 5.445 0.282  -0.30
C: 1.668 -2.735 4.229  -0.05
C: -2.621 -0.091 -2.788  -0.07
S: -2.980 3.611 -1.404  0.47
C: 1.983 1.686 5.102  -0.10
C: -1.505 -4.952 -1.783  -0.05
C: 0.496 1.743 3.182  -0.13
C: -0.322 -5.346 1.102  -0.05
C: 0.104 2.839 0.939  -0.06
C: -3.394 -1.060 -1.885  -0.36
H: -5.245 6.203 1.124  0.06
H: -3.672 6.780 1.761  0.08
H: -0.710 0.040 5.069  0.11
F: 5.891 -0.351 0.229  0.12
C: -3.523 -2.585 4.269  -0.17
H: -4.039 -2.352 6.369  0.10
H: -4.327 -1.303 -2.406  0.12
C: 2.346 0.387 4.794  -0.05
C: -3.950 4.876 -0.883  -1.43
H: -1.937 1.169 1.550  0.05
C: -4.493 -3.535 3.844  -0.04
C: 1.336 -4.831 -0.732  -0.06
H: -3.919 -3.176 -3.330  0.11
H: 1.112 3.255 0.996  0.08
H: 4.259 -0.940 2.792  0.07
H: 0.505 -5.551 1.787  0.07
H: -0.552 3.528 0.403  0.04
H: -2.903 -5.421 -3.344  0.09
C: -1.599 -1.195 3.553  -0.08
C: 0.112 -4.335 0.038  -0.37
C: -1.476 -0.683 4.818  0.00
C: -2.688 -2.406 -1.765  -0.13
C: -0.463 2.564 2.333  -0.35
C: 3.491 -0.468 -0.051  -0.60
C: -3.783 -0.351 -0.588  -0.06
S: 1.056 -1.569 -3.350  0.64
H: -2.286 -0.583 -3.704  0.07
C: -3.594 -3.472 1.564  -0.01
C: -2.542 -4.666 -2.655  -0.09
H: 4.131 -2.690 2.911  0.08
H: -0.538 3.530 2.846  0.12
H: 4.181 -1.708 4.384  0.07
C: -3.111 -3.405 -2.643  -0.05
H: -1.165 -4.971 1.685  0.07
O: 2.466 0.275 -0.078  -0.12
C: -1.887 2.011 2.238  -0.05
C: -4.511 -3.953 2.539  -0.08
H: 1.664 -4.083 -1.453  0.06
H: 1.936 -2.557 5.275  0.08
H: -5.254 -4.677 2.227  0.09
H: -4.269 -1.026 0.119  0.07
Rh: 0.603 -0.714 -0.165  0.90
C: 0.843 -1.165 -1.860  -0.85
H: -4.468 0.465 -0.822  0.08
H: -2.262 1.689 3.213  0.08
C: -1.036 -3.991 -0.896  -0.14
H: 3.075 -0.129 5.408  0.10
C: -1.561 -1.817 1.291  -0.20

Calculated values
HOMO (alpha / beta): -1.83 / -1.86 eV
Kohn-Sham gap (alpha / beta): 5.6 / 5.7 eV
lowest unoccupied orbital energy (alpha / beta): 3.758 / 3.864 eV
⟨S²⟩: 0.77
2S+1: 2
net charge: -2
energy above the lowest of the compared OMol25 structures with the same formula, charge and spin: 18.91 kJ/mol


Molecular weight (computed, g/mol): 408.346, 789.779, 82.146, 77.035, 867.907
Largest force on an atom (computed, eV/A): 4.5, 1.5, 3.2, 0.9, 0.3